(1)
{"formula": "C59H50Cl2NO3P2RuSi", "method": "ωB97M-V with the def2-TZVPD basis set", "symbols": ["Ru", "Cl", "Cl", "P", "P", "Si", "O", "O", "O", "N", "C", "C", "C", "C", "C", "C", "C", "C", "C", "C", "C", "C", "C", "C", "C", "C", "C", "C", "C", "C", "C", "C", "C", "C", "C", "C", "C", "C", "C", "C", "C", "C", "C", "C", "C", "C", "C", "C", "C", "C", "C", "C", "C", "C", "C", "C", "C", "C", "C", "C", "C", "C", "C", "C", "C", "C", "C", "C", "C", "H", "H", "H", "H", "H", "H", "H", "H", "H", "H", "H", "H", "H", "H", "H", "H", "H", "H", "H", "H", "H", "H", "H", "H", "H", "H", "H", "H", "H", "H", "H", "H", "H", "H", "H", "H", "H", "H", "H", "H", "H", "H", "H", "H", "H", "H", "H", "H", "H", "H"], "xyz": [[0.001, 0.669, 0.272], [-0.682, 8.663, -0.574], [3.190, 4.933, -0.200], [-2.440, 0.026, -0.252], [1.272, -1.273, -0.387], [-0.203, 1.721, 3.601], [-1.449, -2.507, -1.181], [1.063, 3.228, -1.552], [-1.786, 2.551, -1.287], [9.539, 1.894, -1.498], [-3.278, -1.586, -0.015], [3.547, -2.100, 3.593], [6.832, 1.152, 0.552], [-2.669, -2.720, -0.542], [-4.383, 0.696, -3.811], [2.147, -1.962, 3.593], [-5.144, 2.853, 1.232], [-0.906, -4.789, -0.744], [2.160, -1.600, 1.199], [1.844, 1.226, 0.430], [-2.608, -5.478, -2.425], [3.552, -1.670, 1.196], [1.443, -1.789, 2.386], [1.421, -5.366, -0.396], [-2.743, -6.445, -0.106], [7.109, 1.737, -0.684], [1.583, 5.360, -0.575], [-0.485, 2.098, 1.714], [-0.164, 7.046, -0.676], [2.301, -0.897, -1.867], [0.103, -5.737, -0.548], [-5.195, 2.522, 2.577], [4.479, 1.552, 0.223], [4.246, -1.965, 2.393], [-2.376, -5.195, -0.930], [3.097, 1.355, 0.435], [2.144, 0.303, -2.636], [2.924, 0.536, -3.779], [-4.630, -1.728, 0.343], [-5.275, -2.958, 0.206], [0.789, -3.031, -0.607], [-2.063, 0.455, -4.321], [8.427, 1.788, -1.133], [-1.840, 3.765, -1.150], [-3.623, 1.007, 0.761], [-4.322, 2.135, 0.319], [1.770, -4.019, -0.412], [-1.117, 6.066, -0.911], [-0.753, 4.712, -1.000], [-4.438, 1.407, 3.026], [4.785, 2.148, -0.998], [1.647, 1.820, 3.911], [-0.515, -3.445, -0.845], [5.542, 1.092, 1.040], [-4.572, -4.077, -0.196], [-2.806, 0.149, -2.041], [3.962, -1.580, -3.507], [0.663, 4.311, -1.068], [-1.801, 0.036, -3.026], [-3.345, 0.864, -4.707], [6.063, 2.183, -1.489], [-0.962, 0.160, 4.291], [-4.126, 0.350, -2.466], [3.857, -0.403, -4.241], [1.190, 6.662, -0.449], [-0.980, 3.179, 4.456], [3.260, -1.815, -2.318], [-3.707, 0.641, 2.118], [-3.222, -3.990, -0.542], [2.202, -6.125, -0.282], [-5.193, -0.862, 0.661], [4.629, -2.352, -3.866], [1.883, 1.388, 4.892], [-5.788, 3.130, 3.258], [6.266, 2.625, -2.456], [-2.824, 4.264, -1.027], [-3.681, -5.728, -2.609], [1.931, 7.428, -0.203], [1.977, 2.880, 3.945], [-2.666, -6.282, 0.973], [-2.157, 6.329, -1.011], [-3.812, -6.739, -0.296], [-5.414, 0.922, -4.089], [-3.173, -0.241, 2.472], [-0.360, -0.172, 5.166], [0.343, -1.755, 2.431], [-2.093, 3.132, 4.375], [-3.507, 1.220, -5.724], [-2.040, -6.375, -2.723], [5.313, 0.673, 2.012], [-1.006, -0.675, 3.576], [5.334, -2.038, 2.413], [2.801, -3.728, -0.222], [4.151, -1.512, 0.291], [-2.126, -7.299, -0.437], [1.604, -2.053, 4.520], [1.420, 1.086, -2.336], [-0.176, -6.764, -0.474], [3.458, -2.773, -1.844], [2.200, 1.257, 3.140], [0.200, 2.922, 1.472], [-1.537, 2.430, 1.523], [3.936, 2.512, -1.571], [-4.240, 2.486, -0.724], [2.771, 1.455, -4.330], [4.484, -0.193, -5.115], [-0.611, 4.163, 4.099], [-0.755, 3.172, 5.544], [-1.240, 0.477, -5.035], [-0.794, -0.299, -2.775], [-2.307, -4.627, -3.089], [-5.683, 3.699, 0.830], [-4.442, 1.134, 4.075], [-5.070, -5.036, -0.214], [-4.952, 0.258, -1.759], [-2.014, 0.330, 4.689], [4.063, -2.339, 4.499], [-6.308, -3.054, 0.468], [7.663, 0.728, 1.112]], "molar_mass_g_mol": 1083.06, "gap_ev": [7.529, 5.234], "homo_ev": [-10.469, -10.539], "lumo_ev": [-2.940, -5.305], "de_lowest_kcal_mol": 0.0, "s2": 6.09, "charge": 1, "multiplicity": 5}

***

(2)
{"formula": "C59H51IrP3Si2", "method": "ωB97M-V with the def2-TZVPD basis set", "symbols": ["Ir", "P", "P", "P", "Si", "Si", "C", "C", "C", "C", "C", "C", "C", "C", "C", "C", "C", "C", "C", "C", "C", "C", "C", "C", "C", "C", "C", "C", "C", "C", "C", "C", "C", "C", "C", "C", "C", "C", "C", "C", "C", "C", "C", "C", "C", "C", "C", "C", "C", "C", "C", "C", "C", "C", "C", "C", "C", "C", "C", "C", "C", "C", "C", "C", "C", "H", "H", "H", "H", "H", "H", "H", "H", "H", "H", "H", "H", "H", "H", "H", "H", "H", "H", "H", "H", "H", "H", "H", "H", "H", "H", "H", "H", "H", "H", "H", "H", "H", "H", "H", "H", "H", "H", "H", "H", "H", "H", "H", "H", "H", "H", "H", "H", "H", "H", "H"], "xyz": [[0.289, -0.094, -0.623], [-2.361, 0.515, -1.012], [-0.133, 0.292, 1.747], [2.782, 0.544, -0.834], [0.098, 2.294, -1.014], [0.431, -5.117, -1.145], [-3.182, 1.709, -3.442], [-4.553, 3.401, 0.923], [-0.970, 4.196, 0.813], [3.727, -0.492, -1.988], [1.306, -1.087, 3.658], [-4.093, 0.683, 1.133], [-1.564, 3.891, 3.108], [-1.185, 2.565, 3.021], [-0.523, -5.782, -2.653], [2.482, 1.153, 4.792], [-0.699, 2.037, 1.827], [-5.206, 2.664, 1.896], [1.782, 3.066, -1.443], [5.206, 0.610, 3.050], [-3.480, -0.783, -1.624], [-1.890, -1.833, 1.471], [1.011, 0.183, 3.157], [4.147, 1.824, 1.268], [-5.678, -1.622, -2.103], [-1.179, 2.577, -2.381], [2.160, -1.225, 4.735], [-1.058, 3.505, -3.409], [-3.049, -1.594, 3.966], [-0.574, 2.867, 0.705], [-2.875, -2.725, 1.861], [-1.995, 3.555, -4.424], [4.860, 1.811, 2.452], [-3.472, -2.593, 3.103], [2.740, -0.106, 5.312], [-1.461, 4.711, 1.997], [5.728, -1.573, -2.751], [2.259, -5.652, -1.133], [3.102, 4.855, -2.373], [4.105, -0.589, 1.289], [-2.923, -1.922, -2.198], [2.898, 2.228, -1.525], [-3.674, 2.788, 0.047], [-4.864, -0.636, -1.579], [-2.054, -0.711, 3.585], [0.426, -3.256, -1.175], [1.636, 1.298, 3.707], [-2.257, 1.678, -2.407], [4.091, 2.691, -2.067], [-1.482, -0.807, 2.320], [3.794, 0.621, 0.660], [-0.436, -5.719, 0.445], [4.185, 4.001, -2.505], [1.911, 4.386, -1.850], [3.693, -1.808, -4.001], [-3.746, -2.904, -2.718], [-5.122, -2.758, -2.671], [-3.454, 1.416, 0.132], [3.036, -1.014, -3.081], [0.393, -2.034, -1.120], [-3.050, 2.654, -4.446], [5.040, -2.090, -3.837], [5.080, -0.775, -1.826], [4.819, -0.590, 2.469], [-4.965, 1.304, 2.004], [-0.402, -6.858, -2.732], [2.371, -2.209, 5.128], [-5.468, 0.719, 2.760], [-1.586, -5.582, -2.561], [-0.306, -5.020, 1.265], [-1.747, 5.750, 2.059], [1.446, 2.284, 3.306], [5.150, 2.744, 2.913], [4.943, 2.030, -2.153], [-5.764, -3.524, -3.080], [3.184, 5.885, -2.686], [-5.910, 3.142, 2.560], [5.105, 4.361, -2.939], [-3.482, -1.507, 4.949], [-1.925, 4.289, 4.046], [-6.749, -1.498, -2.071], [2.938, 2.023, 5.239], [5.554, -2.713, -4.555], [-0.883, 4.841, -0.047], [-3.170, -3.518, 1.189], [6.776, -1.797, -2.623], [-1.847, -2.035, -2.232], [2.339, -6.734, -1.137], [-1.503, -5.839, 0.283], [-5.302, 0.252, -1.146], [-0.039, -6.678, 0.767], [3.888, 2.765, 0.802], [3.394, -0.217, 6.164], [5.073, -1.526, 2.944], [-3.765, 2.684, -5.253], [1.076, 5.063, -1.749], [-4.745, 4.459, 0.833], [5.769, 0.605, 3.971], [2.762, -5.285, -0.243], [-3.932, -0.382, 1.198], [3.157, -2.215, -4.846], [-3.990, 0.994, -3.477], [-0.185, -5.343, -3.587], [0.846, -1.955, 3.204], [-3.312, -3.787, -3.166], [-4.259, -3.270, 3.404], [2.799, -5.272, -1.995], [-1.417, -1.954, 0.503], [1.978, -0.802, -3.192], [-0.227, 4.194, -3.421], [3.792, -1.518, 0.830], [5.623, -0.375, -0.981], [-1.897, 4.290, -5.207], [-1.724, 0.041, 4.284], [-1.251, 1.947, 3.905], [-3.190, 3.371, -0.723]], "molar_mass_g_mol": 1101.37, "gap_ev": 6.530, "homo_ev": -10.263, "lumo_ev": -3.732, "de_lowest_kcal_mol": 20.4, "charge": 1}

***

(3)
{"formula": "C59H57I2N3O18PS3", "method": "ωB97M-V with the def2-TZVPD basis set", "symbols": ["I", "I", "S", "S", "S", "P", "O", "O", "O", "O", "O", "O", "O", "O", "O", "O", "O", "O", "O", "O", "O", "O", "O", "O", "N", "N", "N", "C", "C", "C", "C", "C", "C", "C", "C", "C", "C", "C", "C", "C", "C", "C", "C", "C", "C", "C", "C", "C", "C", "C", "C", "C", "C", "C", "C", "C", "C", "C", "C", "C", "C", "C", "C", "C", "C", "C", "C", "C", "C", "C", "C", "C", "C", "C", "C", "C", "C", "C", "C", "C", "C", "C", "C", "C", "C", "C", "H", "H", "H", "H", "H", "H", "H", "H", "H", "H", "H", "H", "H", "H", "H", "H", "H", "H", "H", "H", "H", "H", "H", "H", "H", "H", "H", "H", "H", "H", "H", "H", "H", "H", "H", "H", "H", "H", "H", "H", "H", "H", "H", "H", "H", "H", "H", "H", "H", "H", "H", "H", "H", "H", "H", "H", "H"], "xyz": [[-6.987, 0.904, 1.686], [-2.797, 2.191, 4.094], [-1.234, -0.847, -0.894], [-4.562, 3.832, -1.658], [-2.413, -3.453, -0.178], [-5.780, 3.929, -0.219], [8.381, -7.481, -8.809], [-6.334, 5.422, -0.057], [-5.677, 2.043, 3.943], [3.052, -4.036, 2.292], [-1.587, -5.604, 4.305], [2.448, -3.845, -5.506], [8.816, -6.912, -3.563], [1.432, 5.522, 1.696], [2.152, -2.192, -0.493], [-4.943, -3.812, 2.961], [5.193, 11.127, 1.849], [-3.771, -8.802, 4.284], [-2.248, 2.310, -3.909], [0.476, 9.006, 0.715], [8.844, -5.195, 1.871], [-7.072, 3.084, -0.607], [-2.574, 5.815, -7.865], [5.042, -4.685, -1.763], [-2.293, -1.717, 3.818], [-5.073, 3.440, 1.400], [-1.708, -1.739, 1.663], [-0.305, 4.785, 0.182], [-1.080, -1.067, 3.648], [2.228, -2.567, -1.649], [8.481, -7.352, -7.610], [2.384, -3.463, -4.358], [7.495, -6.610, -5.488], [-2.498, 5.013, -6.963], [1.561, 9.492, 0.976], [-1.827, 4.654, 0.041], [0.737, -5.372, 4.635], [8.717, -7.043, -4.767], [7.248, -5.420, -1.295], [-2.437, 4.030, 1.309], [9.812, -7.641, -5.568], [-1.850, 2.773, -6.187], [2.002, -4.401, 2.774], [8.198, -5.543, -0.371], [-2.320, 3.110, -4.823], [5.945, -4.811, -0.958], [-4.392, 1.070, 0.522], [3.481, -2.445, -2.414], [-0.424, -4.663, 2.490], [0.149, 5.873, 1.149], [-2.628, -2.099, 2.618], [-4.039, -7.662, 3.983], [3.106, 11.386, 0.792], [5.723, -4.343, 0.425], [7.384, -6.753, -6.805], [-3.070, -6.557, 4.201], [-0.715, -1.042, 2.345], [-5.352, -7.312, 3.378], [-2.977, 1.175, -0.023], [7.981, -5.079, 1.029], [1.120, -3.587, -3.575], [-1.932, 3.655, -7.180], [6.663, -4.467, 1.355], [-2.968, 5.348, -5.593], [-5.646, -6.059, 3.044], [3.561, -2.864, -3.673], [-6.110, 3.961, 2.423], [9.703, -7.785, -6.885], [-0.521, -5.245, 3.851], [-4.608, 1.600, 3.136], [-4.933, 1.964, 1.658], [4.115, 10.642, 1.591], [1.341, 4.551, 2.703], [-1.804, -2.039, 0.309], [-5.892, 3.423, 3.846], [2.565, 8.746, 1.773], [-2.766, 0.094, -1.122], [1.908, -4.981, 4.136], [3.749, 9.281, 2.058], [1.923, 10.851, 0.507], [-4.676, -4.960, 3.263], [1.061, -3.169, -2.315], [-3.883, 4.387, 1.647], [0.745, -4.273, 1.992], [-3.366, -5.305, 3.867], [-2.884, 4.463, -4.605], [4.498, 8.756, 2.638], [6.521, -4.136, 2.376], [-0.511, 6.020, 2.013], [-5.095, 1.169, -0.304], [-2.673, -4.486, 4.020], [0.133, 3.808, 0.370], [-3.550, -2.637, 2.457], [-1.351, -4.577, 1.934], [2.835, -5.067, 4.689], [-1.842, 4.512, 2.087], [-2.715, 0.591, -2.087], [0.842, -3.845, 1.000], [0.306, 6.836, 0.673], [-7.247, 5.420, 0.264], [-2.648, 2.114, -0.452], [-3.592, -0.617, -1.159], [0.044, 5.083, -0.807], [-3.377, 6.341, -5.452], [7.384, -5.757, -2.312], [3.391, 12.376, 0.461], [-2.271, 0.947, 0.777], [-0.498, -0.600, 4.422], [1.090, 3.554, 2.322], [-1.966, 4.007, -0.821], [-2.140, 2.995, 1.418], [-6.024, 5.042, 2.499], [0.168, -3.246, -1.708], [6.707, -6.175, -4.885], [-7.803, 3.154, 0.029], [4.753, -3.904, 0.625], [0.146, -0.604, 1.876], [1.174, 11.374, -0.073], [0.606, 4.799, 3.477], [-1.595, 3.432, -8.184], [10.490, -8.220, -7.489], [-4.092, 5.288, 1.067], [2.281, 7.753, 2.102], [-4.654, 0.519, 3.183], [6.501, -6.445, -7.351], [10.694, -7.949, -5.021], [2.327, 4.460, 3.148], [-1.442, 1.779, -6.325], [-2.303, 5.610, -0.177], [0.275, -4.033, -4.084], [-5.118, 4.016, 4.337], [-2.120, -6.829, 4.645], [-4.513, 0.039, 0.847], [-7.123, 3.830, 2.054], [-3.216, 4.667, -3.597], [-6.814, 3.620, 4.388], [9.161, -5.986, -0.589], [-6.595, -5.783, 2.603], [0.643, -5.799, 5.626], [4.473, -2.797, -4.251], [4.316, -2.010, -1.883], [-3.907, 4.762, 2.662], [-6.044, -8.131, 3.228]], "molar_mass_g_mol": 1477.09, "gap_ev": 6.768, "homo_ev": -10.754, "lumo_ev": -3.986, "charge": 1}